The following is a quantum chemistry calculation of a cluster of 2 separate species, C4H9O2 in total at a distorted geometry, from the OMol25 dataset.

For the frontier orbital gap, the calculation gives 7.337 eV. Its charge is -1. The value obtained for the energy above the lowest of the compared OMol25 structures with the same formula, charge and spin is 1.351 eV.

Geometry as XYZ:
```
15
Properties=species:S:1:pos:R:3:forces:R:3
C -1.098217 0.552867 -1.413595 -0.605 0.536 -0.486
C -2.317110 0.463676 -0.483771 -0.390 -0.442 0.509
H -1.058073 1.515909 -2.069258 -0.305 -1.982 0.927
H -0.167172 0.506937 -0.870428 0.166 0.366 0.563
H -1.115085 -0.398309 -1.917237 0.205 0.007 -1.378
H -3.340197 0.526883 -0.959709 1.172 0.901 0.430
H -2.069730 1.048861 0.388538 -0.872 1.194 0.089
H -2.446461 -0.480167 0.060973 0.699 -0.563 -0.608
C 1.935962 -1.242804 0.983093 1.042 1.717 1.260
C 1.927444 0.312986 1.069289 4.803 2.234 -3.037
O 0.996852 0.884526 1.624257 -1.234 -0.338 0.571
O 2.965145 0.933769 0.518268 -2.334 -1.732 1.213
H 1.396133 -1.555254 0.151279 -1.645 -0.646 -1.060
H 1.524827 -1.273455 1.952066 -1.314 -1.813 1.041
H 2.865680 -1.796419 0.966236 0.613 0.562 -0.035
```
Forces are in eV/Å.

Mulliken atomic charge list, values in e, 2 entries:
1 C -0.494
2 C -0.901

The following is a quantum chemistry calculation of an isolated molecule of C3H4N4 at a distorted geometry, from the OMol25 dataset.

For the frontier orbital gap, the calculation gives 8.044 eV. The value obtained for the energy above the lowest of the compared OMol25 structures with the same formula, charge and spin is 4.938 eV.

Geometry as XYZ:
```
11
Properties=species:S:1:pos:R:3:forces:R:3
N 0.213769 0.126717 2.216459 0.093 0.114 -0.063
C 0.327310 0.252607 0.911295 -0.255 -0.220 0.280
C -0.647249 -0.622428 0.249519 0.021 0.022 -0.161
N -0.816548 -0.729751 -1.022533 0.167 0.157 0.105
C -0.154482 -0.074960 -2.008257 -0.160 -0.176 -0.102
N 0.809349 0.819338 -1.851948 1.238 1.155 0.025
N 1.634342 1.592757 -1.816473 -1.257 -1.175 0.018
H -0.461858 -0.489691 2.678190 0.092 0.078 -0.125
H 0.803481 0.662429 2.838875 -0.077 -0.090 -0.136
H -1.314313 -1.262195 0.849727 0.084 0.075 -0.008
H -0.393802 -0.274823 -3.044853 0.053 0.060 0.166
```
Forces are in eV/Å.

Mulliken atomic charge list, values in e, 2 entries:
1 N -0.215
2 C -0.535

The following is a quantum chemistry calculation of a structure of composition C29H28BF4MnN15O at a distorted geometry, from the OMol25 dataset.

As for the spin multiplicity: 6. For the frontier orbital gap (alpha / beta), the calculation gives 5.683 / 4.569 eV. Its charge is +4. The value obtained for the energy above the lowest of the compared OMol25 structures with the same formula, charge and spin is 0.000 eV.

Geometry as XYZ:
```
79
Properties=species:S:1:pos:R:3:forces:R:3
Mn 0.912400 0.422900 0.849900 1.230 0.357 -1.393
C 0.914800 1.174600 4.973300 0.034 0.240 0.051
C 0.543400 0.416900 3.870400 0.407 0.625 0.001
N 0.979500 1.008100 2.750800 -0.136 0.197 1.871
N 1.594500 2.161500 3.110100 0.205 0.170 0.354
C 1.580200 2.270900 4.446100 -0.281 -0.495 0.365
B 1.984600 3.187300 2.004600 -0.779 -1.996 -0.490
N 0.669200 3.328500 1.183500 0.186 0.312 -0.041
C -0.106800 4.403900 1.009500 -0.575 -0.189 -0.294
C -1.284200 4.008000 0.397300 0.200 0.069 0.134
C -1.150000 2.639100 0.230200 0.349 0.210 0.149
N 0.042200 2.229400 0.692500 -0.468 0.637 -0.394
N 2.997900 2.480600 1.095000 0.052 0.485 0.131
C 4.245300 2.764200 0.702600 0.491 -0.413 -0.465
C 4.690200 1.738300 -0.119000 -0.329 0.021 0.157
C 3.632700 0.845900 -0.178500 0.380 0.240 0.017
N 2.610100 1.303200 0.557200 0.494 0.029 -0.324
N 2.474500 4.497000 2.552600 -1.929 1.520 2.232
C 1.893900 5.343300 3.434600 -0.997 -2.873 -1.263
C 2.707000 6.459200 3.561500 1.787 1.748 0.165
C 3.805000 6.207900 2.701900 -0.251 0.034 0.283
N 3.656800 5.028800 2.179600 1.817 0.646 -0.974
H 0.710400 0.967100 6.005700 0.026 0.006 0.152
H 0.001200 -0.510700 3.845700 -0.043 -0.115 -0.119
H 2.051300 3.083900 4.964300 0.064 0.142 0.064
H 0.191100 5.385700 1.319200 0.104 0.172 0.017
H -2.117700 4.624100 0.129400 -0.165 0.125 -0.048
H -1.872200 1.954600 -0.168100 -0.040 -0.236 -0.085
H 4.738300 3.665200 1.017800 0.012 -0.231 -0.105
H 5.641800 1.648900 -0.598700 0.236 0.022 -0.097
H 3.592700 -0.092000 -0.702600 -0.167 -0.099 0.015
H 0.956700 5.138200 3.911900 -0.325 -0.121 0.138
H 2.612000 7.286600 4.238800 -0.263 0.208 0.168
H 4.680600 6.805900 2.535000 0.173 0.097 -0.077
N -2.294000 -0.139300 -4.155800 -0.542 -0.080 -0.257
C -0.980700 0.436000 -3.743700 0.760 0.198 0.445
C -0.634700 0.035600 -2.290000 -0.170 0.119 -0.138
N 0.632800 0.547800 -1.750600 0.145 0.029 -0.541
H -2.779300 0.481300 -4.817100 0.125 -0.201 0.111
H -2.944500 -0.320300 -3.316000 0.407 0.165 -0.567
H -2.184900 -1.045700 -4.626600 -0.016 0.240 0.063
H -1.049500 1.524000 -3.814700 -0.034 -0.123 -0.063
H -0.204700 0.095500 -4.434200 -0.182 0.074 -0.014
H -0.611500 -1.053600 -2.209200 -0.072 0.040 0.051
H -1.430700 0.416300 -1.648800 0.060 -0.156 -0.062
H 0.713800 1.545700 -1.965000 0.054 -0.209 0.209
H 1.413500 0.101600 -2.235400 -0.107 0.119 0.087
F -3.867300 -3.940800 -1.729500 0.026 -0.213 0.133
C -3.021300 -4.520800 -0.888300 -0.048 -1.056 -0.109
C -2.913900 -5.906100 -0.871700 -0.770 1.086 -0.821
F -3.674100 -6.602600 -1.688400 0.274 0.376 0.375
C -1.997500 -6.575400 -0.019900 0.209 -1.982 0.062
C -1.188700 -5.743800 0.799500 0.768 1.038 0.778
C -1.297100 -4.369200 0.763800 0.406 -0.945 0.347
F -0.464000 -3.619400 1.511500 -0.246 -0.274 -0.167
C -2.215600 -3.707500 -0.067700 0.030 0.848 -0.045
C -2.263700 -2.268000 -0.140800 -0.344 -1.663 0.258
C -1.408200 -1.395300 0.484400 1.678 1.568 0.699
N -0.685000 -0.541200 0.835600 -2.707 -2.108 -0.280
C -3.046700 -1.590300 -1.080700 -0.476 0.597 -1.033
N -3.484800 -0.925200 -1.914100 -0.366 -0.319 0.711
F -0.258600 -6.271900 1.584700 -0.518 0.226 -0.389
C -1.880800 -7.998600 -0.017800 -0.311 1.894 -0.085
C -1.085000 -8.698300 0.898900 0.286 0.173 0.216
N -0.429800 -9.247400 1.664200 0.282 -0.360 0.327
C -2.562200 -8.819800 -0.929100 -0.117 0.258 0.065
N -3.118800 -9.491100 -1.673300 -0.297 -0.538 -0.472
C 3.335000 -4.139700 2.627300 0.366 -0.915 0.126
N 2.806500 -2.805600 2.483500 -0.315 0.608 -0.615
C 2.793000 -2.019800 3.694300 0.000 0.552 0.557
C 2.355300 -2.365600 1.336000 0.172 -0.706 -0.175
O 1.847600 -1.239200 1.100800 0.135 -0.014 0.124
H 2.739700 -4.696500 3.353600 -0.024 0.058 -0.050
H 4.361100 -4.106100 2.999700 -0.078 0.104 -0.075
H 3.328600 -4.676500 1.682200 -0.037 0.066 -0.059
H 3.762400 -2.082200 4.189100 0.033 -0.043 -0.133
H 2.051500 -2.411100 4.394100 -0.044 -0.007 -0.094
H 2.576600 -0.977300 3.471400 0.047 -0.152 -0.023
H 2.440200 -3.074500 0.500700 0.057 0.080 0.224
```
Forces are in eV/Å.

Mulliken atomic charge list, values in e, 2 entries:
1 Mn -0.459
2 C -1.470